The following is a quantum chemistry calculation of an isolated molecule of C19H22N2O5S in a non-equilibrium geometry, from the Open Molecules 2025 dataset.

Atoms and positions in Å:
1 C 3.398 2.930 -0.845
2 C 3.649 1.422 -0.789
3 O 4.807 1.233 -0.017
4 C 5.270 -0.036 0.191
5 C 6.382 -0.136 1.027
6 C 6.948 -1.366 1.290
7 C 6.417 -2.515 0.724
8 C 5.317 -2.417 -0.105
9 C 4.740 -1.187 -0.378
10 C 2.431 0.741 -0.137
11 O 2.385 0.471 1.035
12 N 1.422 0.522 -1.036
13 C 0.167 -0.046 -0.814
14 C -0.735 -0.066 -1.881
15 C -1.989 -0.622 -1.722
16 C -2.340 -1.168 -0.501
17 S -3.996 -1.810 -0.275
18 O -3.986 -2.785 0.772
19 O -4.538 -2.156 -1.555
20 N -4.875 -0.506 0.284
21 C -5.081 0.572 -0.654
22 C -6.195 1.470 -0.108
23 O -5.872 1.947 1.178
24 C -5.677 0.883 2.082
25 C -4.546 -0.036 1.610
26 C -1.456 -1.160 0.561
27 C -0.200 -0.602 0.412
28 H 3.247 3.303 0.165
29 H 2.521 3.155 -1.447
30 H 4.266 3.425 -1.271
31 H 3.801 1.026 -1.808
32 H 6.778 0.769 1.460
33 H 7.806 -1.430 1.942
34 H 6.857 -3.478 0.932
35 H 4.892 -3.306 -0.549
36 H 3.876 -1.148 -1.025
37 H 1.579 0.830 -1.987
38 H -0.448 0.355 -2.834
39 H -2.696 -0.662 -2.534
40 H -5.366 0.126 -1.606
41 H -4.162 1.167 -0.781
42 H -6.326 2.352 -0.736
43 H -7.132 0.897 -0.071
44 H -5.430 1.339 3.042
45 H -6.601 0.296 2.175
46 H -4.455 -0.910 2.254
47 H -3.598 0.526 1.606
48 H -1.755 -1.615 1.492
49 H 0.499 -0.593 1.232

Properties
HOMO energy: -8.69 eV
M: 390.46 g/mol
SMILES: C[C@@H](Oc1ccccc1)C(=O)Nc1ccc(S(=O)(=O)N2CCOCC2)cc1
Kohn-Sham gap: 9.0 eV

Atomic partial charges in e from the natural (NBO) method, atoms 1 to 4:
1 C -0.61
2 C 0.01
3 O -0.48
4 C 0.30

---

The following is a quantum chemistry calculation of a structure of composition C17H11F5N3NiS4, from the Open Molecules 2025 dataset.

Atoms and positions in Å:
1 Ni -0.476 0.110 -0.004
2 C 2.278 -2.372 -0.476
3 C 2.496 -0.902 -0.321
4 N 1.568 0.022 -0.205
5 C 2.121 1.284 -0.094
6 C 3.473 1.319 -0.103
7 S 4.077 -0.266 -0.274
8 C 1.165 2.383 -0.029
9 C 1.397 3.711 0.057
10 S -0.087 4.546 -0.009
11 C -0.952 3.088 -0.135
12 N -0.172 2.026 -0.118
13 C -2.435 3.119 -0.236
14 H 1.437 -2.568 -1.135
15 H 2.080 -2.834 0.492
16 H 3.164 -2.844 -0.896
17 H 4.126 2.173 -0.035
18 H 2.340 4.226 0.132
19 H -2.778 4.130 -0.446
20 H -2.873 2.786 0.706
21 H -2.777 2.467 -1.036
22 F -7.198 -0.637 -0.793
23 C -6.011 -0.428 -0.238
24 C -5.884 -0.340 1.139
25 F -6.960 -0.464 1.906
26 C -4.643 -0.124 1.711
27 F -4.569 -0.040 3.039
28 C -3.487 0.009 0.950
29 S -1.935 0.340 1.715
30 C -3.663 -0.084 -0.423
31 F -2.581 0.057 -1.240
32 C -4.884 -0.296 -1.029
33 F -4.975 -0.372 -2.355
34 S -1.073 -4.172 0.694
35 C -1.329 -3.797 -0.953
36 C -1.124 -2.476 -1.163
37 N -0.763 -1.777 -0.031
38 C -0.709 -2.558 1.020
39 H -1.623 -4.546 -1.669
40 H -1.223 -1.959 -2.105
41 H -0.483 -2.198 2.012

Properties
HOMO energy (alpha / beta): -10.73 / -10.70 eV
Total charge: +1
M: 539.25 g/mol
Kohn-Sham gap (alpha / beta): 7.8 / 7.1 eV

Atomic partial charges in e from the natural (NBO) method, atoms 1 to 4:
1 Ni 1.07
2 C -0.66
3 C 0.09
4 N -0.55

---

The following is a quantum chemistry calculation of a structure of composition C15H11F5MnN2OS, from the Open Molecules 2025 dataset.

Atoms and positions in Å:
1 Mn 0.041 0.274 0.823
2 O -0.685 1.449 2.299
3 C -0.071 2.783 2.409
4 C 1.192 2.720 3.239
5 C 2.129 1.573 2.836
6 C 2.601 1.626 1.410
7 C 3.785 2.260 1.076
8 C 4.228 2.252 -0.238
9 C 3.473 1.601 -1.202
10 C 2.290 1.010 -0.820
11 N 1.851 1.025 0.455
12 H -0.960 1.149 3.178
13 H -0.815 3.459 2.825
14 H 0.116 3.074 1.375
15 H 0.942 2.613 4.297
16 H 1.698 3.683 3.141
17 H 1.647 0.606 3.023
18 H 2.997 1.586 3.494
19 H 4.367 2.737 1.853
20 H 5.157 2.737 -0.503
21 H 3.787 1.555 -2.235
22 H 1.654 0.514 -1.541
23 F -5.494 -2.466 3.433
24 C -4.977 -2.063 2.299
25 C -3.624 -1.759 2.225
26 F -2.846 -1.861 3.294
27 C -3.074 -1.336 1.032
28 F -1.715 -1.090 1.077
29 C -3.834 -1.181 -0.120
30 S -3.349 -0.699 -1.777
31 C -5.189 -1.491 -0.020
32 F -5.940 -1.366 -1.104
33 C -5.767 -1.930 1.163
34 F -7.047 -2.210 1.206
35 N -0.903 0.473 -0.988
36 C -1.901 0.028 -1.363

Properties
HOMO energy (alpha / beta): -15.71 / -15.71 eV
<S²>: 3.8091
Spin multiplicity: 4
Total charge: +2
M: 417.26 g/mol
Kohn-Sham gap (alpha / beta): 7.8 / 8.3 eV

Atomic partial charges in e from the natural (NBO) method, atoms 1 to 4:
1 Mn 1.46
2 O -0.79
3 C -0.07
4 C -0.44

---

The following is a quantum chemistry calculation of a cluster of 2 separate species, C2H8N3O2 in total in a non-equilibrium geometry, from the Open Molecules 2025 dataset.

Atoms and positions in Å:
1 C 1.826 -1.250 0.379
2 C 1.479 1.036 -0.106
3 N 1.075 -0.329 -0.020
4 N -1.820 -0.090 0.782
5 N -1.504 -0.913 -0.114
6 O -2.449 1.085 0.551
7 O -1.944 -0.444 -1.306
8 H 1.388 -2.173 0.585
9 H 2.887 -0.966 0.702
10 H -1.965 -1.041 -2.072
11 H 1.091 1.481 -1.118
12 H 1.281 1.644 0.696
13 H 2.511 1.005 -0.205
14 H -1.405 -0.403 1.678
15 H -2.451 1.358 -0.431

Properties
HOMO energy: -13.24 eV
Total charge: +1
M: 106.10 g/mol
Kohn-Sham gap: 7.8 eV

Atomic partial charges in e from the natural (NBO) method, atoms 1 to 4:
1 C -0.02
2 C -0.45
3 N -0.45
4 N 0.06

---

The following is a quantum chemistry calculation of a structure of composition C26H35N10O2V in a non-equilibrium geometry, from the Open Molecules 2025 dataset.

Atoms and positions in Å:
1 V -0.671 0.667 -0.524
2 N -0.657 0.267 -2.534
3 C -1.931 -0.029 -3.264
4 C -3.126 0.168 -2.343
5 N -2.741 -0.191 -0.947
6 C -2.731 -1.686 -0.860
7 C -1.845 -2.174 0.258
8 N -0.590 -1.384 0.220
9 C -3.698 0.416 0.031
10 C -3.025 0.641 1.369
11 N -1.732 1.338 1.117
12 H -0.020 -0.576 -2.638
13 H -0.163 1.017 -3.004
14 H -2.036 0.608 -4.137
15 H -1.895 -1.052 -3.627
16 H -3.468 1.196 -2.361
17 H -3.969 -0.438 -2.681
18 H -3.750 -2.056 -0.753
19 H -2.338 -2.070 -1.799
20 H -2.308 -2.066 1.232
21 H -1.647 -3.234 0.128
22 H -0.176 -1.419 1.165
23 H 0.074 -1.872 -0.379
24 H -4.013 1.382 -0.364
25 H -4.593 -0.197 0.140
26 H -3.672 1.231 2.009
27 H -2.820 -0.288 1.885
28 H -1.877 2.341 1.117
29 H -1.060 1.126 1.895
30 C -1.565 4.614 -2.237
31 C -0.551 5.400 -1.686
32 C 0.355 4.809 -0.834
33 C 0.259 3.446 -0.552
34 N -0.724 2.678 -1.091
35 C -1.616 3.285 -1.919
36 N 1.204 2.919 0.302
37 C 1.572 1.699 0.403
38 N 1.110 0.568 -0.384
39 C 2.153 -0.481 -0.230
40 N 2.363 -1.560 -0.828
41 C 1.996 -2.326 -1.932
42 C 2.864 -3.360 -2.269
43 C 2.584 -4.160 -3.364
44 C 1.433 -3.911 -4.094
45 C 0.614 -2.870 -3.690
46 N 0.876 -2.094 -2.633
47 C 3.029 -0.024 0.868
48 C 4.106 -0.671 1.443
49 C 4.822 0.021 2.411
50 C 4.476 1.325 2.776
51 C 3.400 1.972 2.189
52 C 2.683 1.265 1.241
53 H -2.313 5.034 -2.899
54 H -0.484 6.457 -1.916
55 H 1.155 5.363 -0.362
56 H -2.397 2.670 -2.335
57 H 3.754 -3.505 -1.671
58 H 3.254 -4.963 -3.644
59 H 1.171 -4.507 -4.959
60 H -0.287 -2.640 -4.250
61 H 4.383 -1.675 1.140
62 H 5.677 -0.450 2.880
63 H 5.070 1.844 3.519
64 H 3.135 2.989 2.454
65 N 0.379 -1.845 5.629
66 C 0.365 -0.480 5.005
67 C 0.107 -0.655 3.494
68 O -0.099 -1.842 3.117
69 O 0.156 0.365 2.774
70 H 1.291 -2.114 5.985
71 H 0.128 -2.448 4.811
72 H -0.293 -1.960 6.380
73 H 1.308 0.032 5.168
74 H -0.430 0.122 5.438

Properties
HOMO energy (alpha / beta): -16.26 / -16.30 eV
<S²>: 0.8102
Spin multiplicity: 2
Total charge: +3
M: 570.58 g/mol
Kohn-Sham gap (alpha / beta): 5.8 / 6.9 eV

Atomic partial charges in e from the natural (NBO) method, atoms 1 to 4:
1 V 1.77
2 N -0.88
3 C -0.24
4 C -0.23

---

The following is a quantum chemistry calculation of a cluster of 12 separate species, C8H29BrF12N5O15P2S in total in a non-equilibrium geometry, from the Open Molecules 2025 dataset.

Atoms and positions in Å:
1 C -4.646 -2.627 4.160
2 P -2.828 -2.464 3.899
3 O -2.095 -2.618 5.368
4 N -2.597 -0.721 3.416
5 C -1.913 -0.571 2.261
6 N -1.408 -1.575 1.558
7 C -0.821 -1.036 0.477
8 S -0.113 -2.281 -0.609
9 O 0.589 -3.200 0.227
10 O -1.173 -2.925 -1.326
11 C 1.076 -1.681 -1.899
12 F 2.164 -2.474 -1.763
13 F 1.532 -0.431 -1.742
14 C 0.630 -1.854 -3.392
15 F 1.651 -1.354 -4.122
16 F 0.571 -3.154 -3.671
17 C -0.702 -1.159 -3.822
18 F -1.372 -0.571 -2.820
19 F -1.502 -2.113 -4.326
20 C -0.549 -0.102 -4.965
21 F -1.773 0.390 -5.172
22 F 0.201 0.929 -4.544
23 F -0.121 -0.619 -6.096
24 N -0.972 0.269 0.524
25 Br -0.347 1.453 -0.764
26 N -1.634 0.647 1.653
27 P -1.811 2.441 1.831
28 N -3.358 2.837 2.422
29 O -0.768 2.841 3.048
30 C -3.199 0.273 4.239
31 F -4.376 0.645 3.696
32 F -2.432 1.304 4.513
33 F -3.517 -0.287 5.419
34 H -5.009 -2.162 5.083
35 H -5.159 -2.171 3.305
36 H -4.901 -3.690 4.182
37 H -1.795 -3.537 5.402
38 H -4.069 2.276 1.941
39 H -3.535 3.796 2.100
40 H 0.080 2.446 2.774
41 O -0.471 3.962 -2.766
42 H 0.273 3.485 -3.151
43 H -0.687 4.634 -3.421
44 O 3.723 -0.943 0.183
45 H 3.221 -1.308 -0.553
46 H 3.862 -1.693 0.777
47 O 2.537 1.331 -6.723
48 H 3.156 1.036 -6.046
49 H 1.849 0.658 -6.722
50 O -4.295 6.049 1.455
51 H -5.217 5.958 1.720
52 H -4.290 6.831 0.893
53 O 5.233 1.538 -1.382
54 H 4.719 0.741 -1.214
55 H 6.007 1.440 -0.819
56 O 3.806 -5.092 -2.526
57 H 3.086 -5.437 -3.064
58 H 3.415 -4.359 -2.045
59 O 5.084 -1.653 3.265
60 H 5.012 -0.724 3.021
61 H 5.998 -1.880 3.058
62 O 2.162 1.904 1.080
63 H 2.221 2.824 0.799
64 H 3.038 1.543 0.894
65 O 3.576 3.117 -4.014
66 H 3.072 2.799 -4.772
67 H 3.700 2.343 -3.454
68 O -5.614 2.662 0.713
69 H -6.534 2.553 0.978
70 H -5.620 3.446 0.152
71 O 5.037 -4.532 3.845
72 H 4.991 -3.598 3.604
73 H 5.939 -4.799 3.643

Properties
HOMO energy: -11.69 eV
Total charge: +1
M: 837.24 g/mol
Kohn-Sham gap: 7.7 eV

Atomic partial charges in e from the Löwdin method, atoms 1 to 4:
1 C -0.24
2 P 0.96
3 O -0.27
4 N -0.03

---

The following is a quantum chemistry calculation of an isolated molecule of C8H13N in a non-equilibrium geometry, from the Open Molecules 2025 dataset.

Atoms and positions in Å:
1 C -2.250 -0.260 -0.455
2 C -1.017 -0.621 0.454
3 C 0.086 -1.626 0.229
4 C 1.239 -1.526 -0.454
5 C 1.825 -0.096 -0.780
6 C 0.512 0.697 -0.771
7 C 0.003 1.939 -0.337
8 C -0.038 0.616 0.554
9 N 0.767 0.357 1.749
10 H -2.816 0.520 -0.138
11 H -2.953 -1.071 -0.296
12 H -2.371 -0.033 -1.697
13 H -1.397 -0.763 1.510
14 H -0.310 -2.598 0.564
15 H 1.756 -2.418 -0.512
16 H 2.840 0.165 -0.242
17 H 2.411 0.268 -1.630
18 H -0.154 0.177 -1.352
19 H -0.560 2.525 -0.951
20 H 0.650 2.412 0.223
21 H 0.011 0.698 2.406
22 H 1.763 0.638 1.927

Properties
HOMO energy: -8.23 eV
M: 123.20 g/mol
SMILES: C[C@H]1C=CC[C@@H]2C[C@]21N
Kohn-Sham gap: 9.3 eV

Atomic partial charges in e from the natural (NBO) method, atoms 1 to 4:
1 C -0.62
2 C -0.27
3 C -0.15
4 C -0.19

---

The following is a quantum chemistry calculation of a cluster of 2 separate species, C3H11NO3 in total in a non-equilibrium geometry, from the Open Molecules 2025 dataset.

Atoms and positions in Å:
1 O 0.515 -2.126 0.606
2 C -0.847 -1.672 0.513
3 C -0.840 -0.861 -0.766
4 N 0.264 0.108 -0.948
5 C 0.095 1.297 -1.690
6 O -0.068 2.495 -0.818
7 H 0.601 -2.623 1.428
8 H -1.227 -0.984 1.361
9 H -1.482 -2.550 0.496
10 H -1.859 -0.317 -0.866
11 H -0.798 -1.598 -1.665
12 H 1.133 -0.405 -1.193
13 H -0.847 1.310 -2.256
14 H 1.009 1.446 -2.389
15 H 0.877 2.359 -0.297
16 O 0.632 0.654 2.439
17 H 1.343 0.356 3.073
18 H 0.315 1.481 2.785

Properties
HOMO energy: -8.70 eV
M: 109.12 g/mol
SMILES: OCCNCO.O
Kohn-Sham gap: 9.3 eV

Atomic partial charges in e from the natural (NBO) method, atoms 1 to 4:
1 O -0.73
2 C -0.08
3 C -0.23
4 N -0.65

---

The following is a quantum chemistry calculation of an isolated molecule of C4H7OP in a non-equilibrium geometry, from the Open Molecules 2025 dataset.

Atoms and positions in Å:
1 C -0.565 1.689 -0.352
2 C 0.880 -0.489 -0.877
3 C -0.336 -1.223 -0.254
4 C -1.085 -0.219 0.794
5 O -1.479 0.984 0.208
6 P 1.135 1.085 -0.180
7 H 0.073 -2.141 0.089
8 H -1.205 -1.503 -0.864
9 H 1.141 -0.376 -1.932
10 H -0.464 0.105 1.576
11 H -1.987 -0.563 1.281
12 H 2.039 1.908 -0.643
13 H 1.854 0.741 1.155

Properties
HOMO energy (alpha / beta): -7.27 / -7.27 eV
M: 102.07 g/mol
Kohn-Sham gap (alpha / beta): 7.3 / 7.3 eV

Atomic partial charges in e from the natural (NBO) method, atoms 1 to 4:
1 C -0.05
2 C -0.81
3 C -0.45
4 C -0.09

---

The following is a quantum chemistry calculation of an isolated molecule of C4H10N2OS in a non-equilibrium geometry, from the Open Molecules 2025 dataset.

Atoms and positions in Å:
1 N 1.612 1.746 -0.577
2 C 0.551 0.742 -0.423
3 C 0.675 -0.360 -1.538
4 S -0.905 -0.557 -2.427
5 C 0.687 0.049 0.957
6 N -0.328 0.519 1.910
7 C -0.961 -0.433 2.684
8 O -0.576 -1.589 2.717
9 H 1.278 2.684 -0.774
10 H 2.287 1.561 -1.315
11 H -0.427 1.206 -0.568
12 H 1.426 -0.343 -2.334
13 H 0.784 -1.328 -1.048
14 H -0.787 0.385 -3.376
15 H 1.637 0.401 1.392
16 H 0.759 -1.033 0.955
17 H -0.855 1.287 1.529
18 H -1.723 -0.110 3.374

Properties
HOMO energy: -9.06 eV
M: 134.20 g/mol
SMILES: N[C@@H](CS)CNC=O
Kohn-Sham gap: 9.7 eV

Atomic partial charges in e from the natural (NBO) method, atoms 1 to 4:
1 N -0.85
2 C -0.08
3 C -0.52
4 S -0.05

---

The following is a quantum chemistry calculation of an isolated molecule of C16H23FN2O4S in a non-equilibrium geometry, from the Open Molecules 2025 dataset.

Atoms and positions in Å:
1 C -3.498 -1.801 0.661
2 O -2.373 -2.331 0.012
3 C -1.256 -2.458 0.864
4 C -0.175 -3.289 0.175
5 C 0.202 -2.743 -1.205
6 N 0.688 -1.385 -1.155
7 C 1.996 -1.065 -1.112
8 O 2.895 -1.873 -1.203
9 C 2.231 0.452 -1.005
10 C 3.656 0.790 -0.563
11 C 3.852 0.490 0.920
12 C 2.799 1.229 1.741
13 C 1.410 0.805 1.273
14 N 1.222 1.042 -0.144
15 S 0.637 2.556 -0.545
16 O 1.003 2.837 -1.901
17 O 0.918 3.525 0.473
18 C -1.116 2.175 -0.501
19 C -1.901 2.605 0.552
20 C -3.241 2.259 0.592
21 C -3.754 1.482 -0.434
22 F -5.053 1.135 -0.396
23 C -2.978 1.049 -1.497
24 C -1.642 1.406 -1.524
25 H -3.843 -2.466 1.463
26 H -4.280 -1.704 -0.088
27 H -3.281 -0.816 1.095
28 H -0.874 -1.457 1.125
29 H -1.553 -2.955 1.800
30 H -0.539 -4.308 0.049
31 H 0.708 -3.311 0.815
32 H 1.002 -3.354 -1.629
33 H -0.675 -2.776 -1.855
34 H 0.015 -0.651 -0.999
35 H 2.057 0.873 -2.002
36 H 4.349 0.197 -1.162
37 H 3.835 1.850 -0.754
38 H 3.759 -0.586 1.083
39 H 4.853 0.794 1.229
40 H 2.909 1.007 2.803
41 H 2.898 2.306 1.598
42 H 0.634 1.368 1.794
43 H 1.263 -0.265 1.460
44 H -1.454 3.217 1.319
45 H -3.885 2.580 1.396
46 H -3.420 0.449 -2.276
47 H -1.001 1.115 -2.341

Properties
HOMO energy: -9.35 eV
M: 358.43 g/mol
SMILES: COCCCNC(=O)[C@@H]1CCCCN1S(=O)(=O)c1ccc(F)cc1
Kohn-Sham gap: 9.9 eV

Atomic partial charges in e from the natural (NBO) method, atoms 1 to 4:
1 C -0.24
2 O -0.55
3 C -0.06
4 C -0.42